The following is a quantum chemistry calculation of a structure of composition C22H21FeIN2O7Si, from the OMol25 dataset.

Calculated values
- HOMO-LUMO gap (alpha / beta): 6.01 / 6.52 eV
- DFT total energy: -3338.13704 Ha
- 2S+1: 6
- Relative energy (zero: lowest compared OMol25 entry of this formula, charge and spin): 32.18 kcal/mol
- E_HOMO (alpha / beta): -4.324 / -4.896 eV
- Maximum force: 0.48 eV/Å
- <S²>: 8.76
- Total charge: -1

Last column: natural (NBO) charge in e.
CARTESIAN COORDINATES (ANGSTROEM)
Fe (-0.359, -0.068, -0.156)  1.577
C (-1.136, 3.793, -2.574)  -0.646
C (0.283, 3.324, -2.619)  0.191
N (1.091, 3.804, -3.523)  -0.410
C (2.371, 3.354, -3.569)  -0.033
C (2.877, 2.422, -2.712)  -0.074
C (4.317, 2.015, -2.829)  -0.086
O (5.131, 2.548, -1.775)  -0.730
C (2.024, 1.868, -1.713)  -0.199
C (2.546, 0.977, -0.733)  0.164
N (1.846, 0.296, 0.122)  -0.628
C (2.544, -0.448, 1.087)  0.200
C (3.759, -1.088, 0.829)  -0.249
C (4.422, -1.793, 1.818)  -0.200
C (3.883, -1.890, 3.092)  -0.223
C (2.661, -1.294, 3.360)  -0.224
C (1.999, -0.591, 2.368)  -0.193
I (0.109, 0.212, 2.766)  0.253
C (0.681, 2.321, -1.647)  0.399
O (-0.169, 1.929, -0.787)  -0.800
H (-1.321, 4.484, -3.392)  0.221
H (-1.816, 2.941, -2.638)  0.238
H (-1.348, 4.279, -1.619)  0.224
H (2.990, 3.778, -4.351)  0.182
H (4.417, 0.927, -2.792)  0.172
H (4.715, 2.351, -3.790)  0.176
H (4.631, 3.257, -1.358)  0.473
H (3.633, 0.917, -0.672)  0.186
H (4.171, -1.057, -0.171)  0.221
H (5.358, -2.285, 1.585)  0.215
H (4.393, -2.447, 3.866)  0.216
H (2.212, -1.389, 4.339)  0.224
O (-5.482, -0.335, -3.325)  -0.506
C (-4.457, -0.301, -2.695)  0.391
C (-4.325, -0.070, -1.194)  0.375
O (-5.241, 0.123, -0.422)  -0.553
C (-2.892, -0.134, -0.929)  0.200
C (-2.160, -0.380, -2.097)  0.218
O (-0.873, -0.494, -2.075)  -0.773
C (-3.053, -0.510, -3.253)  0.376
O (-2.775, -0.750, -4.408)  -0.544
O (-2.289, -0.016, 0.218)  -0.802
C (0.824, -3.211, -1.793)  -1.123
Si (0.054, -2.684, -0.151)  1.086
C (1.014, -3.581, 1.217)  -1.124
C (-1.714, -3.354, -0.082)  -1.121
H (0.973, -4.295, -1.812)  0.215
H (1.796, -2.738, -1.957)  0.223
H (0.181, -2.922, -2.624)  0.257
H (0.969, -4.661, 1.041)  0.222
H (0.576, -3.386, 2.199)  0.226
H (2.066, -3.293, 1.252)  0.225
H (-1.711, -4.448, -0.129)  0.218
H (-2.310, -2.982, -0.918)  0.241
H (-2.215, -3.046, 0.837)  0.238

Cartesian forces (eV/Å) of the 2 atoms listed first:
Fe 0.2 0.2 -0.4
C 0.0 0.0 0.0